A structure of composition C16H31BiN2S at a distorted geometry. Source: the Open Molecules 2025 dataset; level of theory: ωB97M-V with the def2-TZVPD basis set.

The value obtained for the HOMO energy (spin up / spin down) is -14.02 / -13.85 eV. The total charge is +2. The value obtained for the relative energy (zero: lowest compared OMol25 entry of this formula, charge and spin) is 354.9 kJ/mol.

Last column: natural (NBO) charge in e.
Cartesian coordinates (Å):
C: 1.390 2.345 -1.549  -0.729
H: 2.314 2.559 -0.917  0.231
H: 1.576 1.652 -2.394  0.234
H: 2.344 -0.024 0.864  0.023
C: 0.292 3.405 -1.529  -0.438
H: -0.717 2.975 -1.703  0.208
H: 0.274 3.841 -0.510  0.211
C: 0.579 4.464 -2.562  -0.588
H: -0.311 5.062 -2.668  0.235
H: 1.424 5.045 -2.204  0.224
H: 0.840 3.956 -3.484  0.213
C: -1.083 -2.019 -0.788  0.103
C: -1.729 -1.181 -1.737  -0.079
C: -0.756 -0.687 -2.633  0.127
C: 0.524 -1.164 -2.206  -0.091
C: 0.303 -2.046 -1.091  0.086
C: 1.317 -2.915 -0.452  -0.695
C: 1.788 -1.032 -2.974  -0.670
C: -1.008 0.039 -3.899  -0.684
C: -3.189 -0.956 -1.832  -0.654
C: -1.731 -2.768 0.311  -0.686
Bi: 0.856 0.822 -0.040  1.057
H: 2.679 -1.234 -2.364  0.236
H: 1.793 -1.755 -3.808  0.263
H: 1.896 -0.034 -3.424  0.229
H: 2.334 -2.562 -0.660  0.237
H: 1.195 -2.963 0.639  0.240
H: 1.242 -3.949 -0.836  0.279
H: -2.645 -2.265 0.645  0.240
H: -2.010 -3.785 -0.016  0.271
H: -1.063 -2.876 1.175  0.213
H: -3.409 -0.056 -2.418  0.234
H: -3.677 -1.803 -2.337  0.255
H: -3.652 -0.849 -0.843  0.233
H: -0.200 0.746 -4.139  0.236
H: -1.070 -0.675 -4.735  0.276
H: -1.955 0.593 -3.877  0.250
C: 0.798 1.509 5.347  -0.441
N: 1.387 0.754 4.234  -0.511
C: 0.729 -0.023 3.379  0.371
S: 1.636 -0.741 2.052  -0.029
N: -0.554 -0.423 3.621  -0.566
C: -0.944 -0.945 4.936  -0.428
H: -0.279 1.671 5.203  0.233
H: 1.310 2.482 5.386  0.248
H: 0.980 0.991 6.304  0.243
H: 2.317 1.022 3.919  0.436
H: -0.951 -0.929 2.839  0.419
H: -1.609 -0.235 5.435  0.230
H: -1.494 -1.879 4.770  0.242
H: -0.079 -1.158 5.572  0.225

=====

A structure of composition C16H31CrF3P2 at a distorted geometry. Source: the Open Molecules 2025 dataset; level of theory: ωB97M-V with the def2-TZVPD basis set.

The value obtained for the HOMO energy (spin up / spin down) is -7.34 / -7.39 eV. The total charge is 0. The value obtained for the relative energy (zero: lowest compared OMol25 entry of this formula, charge and spin) is 669.7 kJ/mol. Its spin multiplicity is 5.

Last column: natural (NBO) charge in e.
Cartesian coordinates (Å):
P: -0.799 -1.742 -4.557  0.848
P: -0.793 1.912 -3.906  0.731
C: -1.303 -0.398 -5.700  -0.759
C: -0.485 0.839 -5.537  -0.629
H: -2.368 -0.147 -5.605  0.212
H: -1.081 -0.793 -6.703  0.244
H: 0.609 0.690 -5.598  0.260
H: -0.785 1.577 -6.282  0.212
C: -2.183 3.179 -3.809  -0.938
H: -1.874 3.859 -3.000  0.296
H: -3.201 2.738 -3.612  0.206
H: -2.148 3.668 -4.792  0.240
C: 0.198 3.194 -4.768  -0.905
H: -0.431 3.539 -5.604  0.208
H: 1.155 2.913 -5.226  0.239
H: 0.346 4.052 -4.105  0.236
C: -2.147 -2.723 -3.929  -0.957
H: -1.780 -3.190 -3.012  0.247
H: -2.492 -3.482 -4.627  0.221
H: -2.945 -2.029 -3.717  0.232
C: -0.309 -3.098 -5.827  -0.907
H: 0.606 -2.847 -6.374  0.219
H: -1.099 -3.201 -6.581  0.211
H: -0.136 -4.098 -5.387  0.232
Cr: -2.504 1.114 -2.928  0.831
C: 2.813 1.332 -3.699  -0.199
C: 1.839 1.110 -2.782  -0.177
C: 1.148 -0.215 -2.577  -0.506
C: 1.862 -1.550 -2.902  -0.462
C: 2.067 -1.820 -4.380  -0.153
C: 2.686 -0.968 -5.235  -0.238
C: 4.050 -0.373 -4.960  -0.438
C: 4.056 0.497 -3.699  -0.439
C: -3.153 -0.541 -1.761  -1.139
H: 2.746 2.189 -4.383  0.187
H: 1.302 1.981 -2.283  0.214
H: 0.142 -0.325 -3.047  0.250
H: 0.766 -0.198 -1.556  0.221
H: 2.806 -1.578 -2.343  0.214
H: 1.194 -2.337 -2.535  0.220
H: 1.792 -2.870 -4.649  0.214
H: 2.335 -0.879 -6.274  0.190
H: 4.442 0.222 -5.793  0.209
H: 4.735 -1.199 -4.782  0.213
H: 4.011 -0.137 -2.790  0.208
H: 4.932 1.164 -3.629  0.226
H: -2.417 -0.773 -0.973  0.221
H: -3.349 -1.467 -2.305  0.186
H: -4.076 -0.190 -1.261  0.225
F: -2.745 3.751 -1.113  -0.388
C: -2.696 2.356 -1.104  0.662
F: -1.632 2.091 -0.245  -0.378
F: -3.849 1.991 -0.418  -0.373

=====

A structure of composition C16H31F3FeP2 at a distorted geometry. Source: the Open Molecules 2025 dataset; level of theory: ωB97M-V with the def2-TZVPD basis set.

The value obtained for the HOMO energy (spin up / spin down) is -7.47 / -7.99 eV. The total charge is 0. Its spin multiplicity is 5.

Last column: natural (NBO) charge in e.
Cartesian coordinates (Å):
P: 2.027 -0.495 -0.273  0.789
P: -1.316 -0.327 -1.097  0.770
C: 1.429 -0.228 -1.957  -0.747
C: 0.076 0.472 -2.006  -0.720
H: 1.371 -1.205 -2.449  0.217
H: 2.123 0.411 -2.526  0.241
H: 0.179 1.530 -1.670  0.254
H: -0.255 0.501 -3.058  0.219
C: -2.127 -1.726 -1.915  -0.982
H: -2.827 -2.171 -1.189  0.287
H: -1.360 -2.475 -2.179  0.208
H: -2.704 -1.428 -2.799  0.242
C: -2.334 1.070 -1.992  -0.865
H: -2.033 1.064 -3.058  0.209
H: -2.083 2.075 -1.603  0.230
H: -3.428 0.949 -1.981  0.226
C: 2.591 -2.160 -0.017  -0.962
H: 2.632 -2.324 1.081  0.260
H: 3.592 -2.367 -0.440  0.247
H: 1.833 -2.850 -0.490  0.168
C: 3.699 0.346 -0.716  -0.892
H: 3.591 1.456 -0.748  0.226
H: 4.018 0.026 -1.736  0.214
H: 4.516 0.103 -0.007  0.226
Fe: 0.026 -2.928 -0.308  1.128
C: -2.099 2.740 1.211  -0.185
C: -1.839 1.439 1.224  -0.190
C: -0.679 0.732 1.867  -0.465
C: 0.740 1.435 2.056  -0.459
C: 1.174 2.337 0.962  -0.233
C: 0.440 3.416 0.603  -0.149
C: -0.188 4.271 1.694  -0.451
C: -1.449 3.602 2.255  -0.443
C: 1.009 -4.507 0.631  -1.197
H: -2.725 3.230 0.452  0.203
H: -2.561 0.789 0.690  0.212
H: -0.474 -0.225 1.354  0.233
H: -0.999 0.389 2.862  0.226
H: 0.706 1.944 3.038  0.208
H: 1.525 0.674 2.162  0.229
H: 2.181 2.300 0.565  0.213
H: 0.201 3.730 -0.439  0.199
H: -0.396 5.267 1.279  0.215
H: 0.532 4.354 2.518  0.211
H: -1.172 2.916 3.075  0.205
H: -2.146 4.337 2.678  0.220
H: 1.054 -4.309 1.757  0.214
H: 2.108 -4.671 0.332  0.187
H: 0.488 -5.504 0.512  0.231
F: -2.350 -4.671 -1.323  -0.408
C: -1.780 -4.305 -0.082  0.562
F: -2.771 -3.536 0.587  -0.412
F: -1.763 -5.495 0.615  -0.371

=====

A structure of composition C16H31F6O3PPdSbSi2. Source: the Open Molecules 2025 dataset; level of theory: ωB97M-V with the def2-TZVPD basis set.

The value obtained for the HOMO energy (spin up / spin down) is 0.00 / -1.73 eV. The total charge is -2. The value obtained for the relative energy (zero: lowest compared OMol25 entry of this formula, charge and spin) is 62.2 kJ/mol. Its spin multiplicity is 2.

Last column: natural (NBO) charge in e.
Cartesian coordinates (Å):
Pd: -0.102 0.377 -0.042  -0.140
C: -2.144 -0.821 -2.908  -1.111
Si: -0.970 -1.260 -1.471  1.025
C: -1.804 -2.841 -0.757  -1.118
C: 0.538 -2.020 -2.396  -0.431
C: 0.434 -3.181 -3.173  -0.167
C: 1.516 -3.688 -3.882  -0.274
C: 2.739 -3.025 -3.828  -0.239
C: 2.858 -1.880 -3.049  -0.229
C: 1.778 -1.366 -2.315  -0.422
Si: 1.937 0.227 -1.231  1.053
C: 2.510 1.483 -2.549  -1.107
C: 3.583 -0.087 -0.300  -1.112
H: -2.013 -1.527 -3.736  0.202
H: -1.950 0.189 -3.276  0.240
H: -3.189 -0.859 -2.581  0.212
H: -2.293 -3.414 -1.556  0.199
H: -2.564 -2.582 -0.012  0.216
H: -1.063 -3.487 -0.272  0.212
H: -0.518 -3.705 -3.227  0.178
H: 1.410 -4.592 -4.475  0.182
H: 3.590 -3.396 -4.390  0.181
H: 3.821 -1.373 -3.011  0.185
H: 3.347 1.068 -3.124  0.196
H: 2.837 2.423 -2.089  0.214
H: 1.696 1.717 -3.240  0.233
H: 4.347 -0.491 -0.976  0.197
H: 3.451 -0.789 0.529  0.214
H: 3.958 0.857 0.112  0.209
C: 2.332 1.142 4.416  -0.631
C: 1.544 2.108 3.542  -0.071
O: 0.160 1.787 3.490  -0.814
P: -0.328 0.749 2.312  1.630
O: -1.907 0.827 2.694  -0.838
C: -2.824 1.322 1.698  -0.074
C: -3.820 2.247 2.359  -0.622
O: 0.095 -0.612 3.129  -0.845
C: 0.348 -1.837 2.445  -0.076
C: -0.335 -2.964 3.192  -0.623
H: 3.303 1.572 4.675  0.189
H: 2.487 0.193 3.905  0.218
H: 1.774 0.944 5.334  0.206
H: 1.961 2.126 2.529  0.187
H: 1.609 3.118 3.949  0.168
H: -3.316 0.470 1.231  0.174
H: -2.284 1.861 0.919  0.212
H: -4.385 1.724 3.135  0.183
H: -4.506 2.635 1.604  0.221
H: -3.296 3.088 2.815  0.214
H: 1.430 -1.991 2.401  0.161
H: -0.014 -1.775 1.418  0.219
H: 0.120 -3.127 4.171  0.189
H: -0.272 -3.888 2.612  0.201
H: -1.388 -2.715 3.337  0.213
F: -1.182 2.664 -1.086  -0.686
Sb: -2.308 4.138 -1.449  3.180
F: -0.813 5.294 -1.546  -0.694
F: -2.190 3.831 -3.310  -0.692
F: -3.457 5.618 -1.772  -0.702
F: -3.828 3.014 -1.334  -0.696
F: -2.450 4.480 0.413  -0.699

=====

A structure of composition C16H31FeNP2Se at a distorted geometry. Source: the Open Molecules 2025 dataset; level of theory: ωB97M-V with the def2-TZVPD basis set.

The value obtained for the HOMO energy (spin up / spin down) is -6.55 / -6.72 eV. The total charge is 0. The value obtained for the relative energy (zero: lowest compared OMol25 entry of this formula, charge and spin) is 533.1 kJ/mol. Its spin multiplicity is 5.

Last column: natural (NBO) charge in e.
Cartesian coordinates (Å):
P: -1.746 0.492 1.156  1.405
P: -0.458 1.183 -2.380  0.795
C: -1.707 1.968 0.104  -0.762
C: -1.953 1.722 -1.425  -0.702
H: -0.702 2.394 0.269  0.252
H: -2.425 2.692 0.520  0.241
H: -2.666 0.892 -1.550  0.226
H: -2.380 2.620 -1.908  0.229
C: 0.683 2.653 -2.666  -0.933
H: 1.738 2.372 -2.500  0.239
H: 0.463 3.478 -1.972  0.230
H: 0.615 3.027 -3.704  0.223
C: -0.513 0.570 -4.139  -0.909
H: -0.607 1.360 -4.897  0.220
H: -1.343 -0.135 -4.241  0.235
H: 0.414 0.007 -4.343  0.249
C: -1.793 1.054 2.931  -0.957
H: -1.649 0.193 3.622  0.289
H: -2.760 1.539 3.151  0.252
H: -0.984 1.784 3.122  0.264
C: -3.051 -0.662 0.658  -1.014
H: -2.969 -0.870 -0.408  0.275
H: -4.004 -0.158 0.836  0.281
H: -3.046 -1.620 1.252  0.257
Fe: -1.357 -1.656 1.819  0.794
C: 3.582 -0.618 -0.849  -0.177
C: 3.313 0.477 -0.105  -0.194
C: 2.032 1.240 0.085  -0.490
C: 1.371 0.574 1.279  -0.422
C: 0.145 -0.092 0.745  -0.520
C: 0.233 -0.874 -0.506  -0.160
C: 1.182 -0.853 -1.606  -0.472
C: 2.538 -1.549 -1.344  -0.460
C: -1.825 -2.832 3.411  -1.195
H: 4.603 -0.952 -0.866  0.211
H: 4.217 0.958 0.337  0.209
H: 1.321 1.286 -0.745  0.234
H: 2.200 2.316 0.316  0.213
H: 1.967 -0.239 1.724  0.253
H: 1.141 1.279 2.117  0.207
H: 0.008 -0.683 1.784  0.256
H: -0.338 -1.836 -0.429  0.185
H: 1.406 0.154 -2.063  0.215
H: 0.740 -1.385 -2.454  0.217
H: 2.335 -2.344 -0.633  0.239
H: 2.807 -2.084 -2.266  0.211
H: -1.610 -3.820 2.979  0.217
H: -2.888 -2.696 3.666  0.177
H: -1.171 -2.666 4.283  0.224
Se: 2.838 -4.093 3.063  -0.228
C: 1.510 -3.082 2.563  0.133
N: 0.540 -2.485 2.205  -0.764